92
Properties=species:S:1:pos:R:3:mulliken_charge:R:1 method="wB97M-V/def2-TZVPD" e_lumo_ev="4.013 / 4.011" homo_lumo_gap_ev="3.412 / 6.085" total_charge=-2 s2=3.807 de_lowest_kj_mol=111.9 multiplicity=4
Br -7.91 -0.75 3.63 -0.32
Br -0.16 -3.04 0.49 0.03
Br -1.28 -3.03 3.53 -0.20
As 1.62 1.38 -1.41 1.55
As -1.18 0.82 -6.78 0.27
As -1.82 0.09 -1.42 1.04
V -0.31 0.88 0.75 0.22
S -0.96 2.79 -0.16 -0.71
S 2.97 -1.13 0.68 0.85
O 4.27 -0.53 0.45 -0.68
O -3.10 -1.21 0.98 -0.79
O -1.74 0.37 1.87 -0.42
O 2.29 -1.65 -0.49 -0.59
N -4.64 1.66 4.49 -0.76
N 0.44 1.82 2.48 0.96
N 1.97 -0.18 1.48 0.97
C 4.67 -4.47 2.16 -0.66
C 4.42 -3.33 1.41 -0.39
C -5.22 -0.47 2.71 -1.12
C -3.93 0.16 2.71 0.83
C -0.10 3.42 4.17 -1.13
C -1.52 1.03 -3.14 -1.65
C -0.31 1.68 -5.22 -2.07
C -3.64 0.77 -1.26 -1.40
C 3.17 1.90 4.99 -0.94
C 3.28 0.75 -2.28 -1.70
C 3.63 0.24 3.30 -0.54
C 3.98 0.94 4.47 -1.06
C 1.60 1.52 3.15 -0.78
C -0.37 2.72 2.98 -0.44
C -2.49 -0.48 -6.09 -1.05
C 1.95 2.20 4.33 1.22
C 2.45 3.04 -0.78 -1.30
C -6.15 0.03 3.58 0.33
C 2.45 -2.90 2.73 -0.10
C -2.31 -1.67 -2.16 -1.41
C 3.81 -4.83 3.19 -0.40
C -3.73 1.20 3.65 -0.32
C 0.20 -0.50 -7.26 -1.13
C 2.44 0.49 2.61 0.15
C 2.71 -4.05 3.48 -0.84
C 0.48 -0.32 -3.90 -1.68
C 0.79 2.06 -3.06 -2.16
C -2.91 -0.26 1.79 0.14
C -0.14 1.08 -3.81 3.39
C 3.30 -2.56 1.70 -0.18
C -1.55 -3.60 1.70 -0.34
C -5.89 1.09 4.45 -0.53
C 1.06 3.17 4.84 -0.79
H -0.09 -0.98 -8.20 0.39
H -2.09 -1.13 -5.31 0.19
H 1.70 3.65 -0.28 0.27
H 3.61 1.52 -2.98 0.56
H 1.60 -2.28 2.95 0.30
H 4.05 0.59 -1.52 0.51
H -2.46 -3.12 1.37 0.08
H 4.92 0.70 4.95 0.39
H 4.01 -5.73 3.77 0.36
H -2.80 -2.22 -1.37 0.39
H -2.75 1.66 3.71 0.64
H -5.42 -1.30 2.05 0.49
H -3.37 0.04 -5.70 0.30
H 3.42 2.44 5.90 0.33
H 0.23 2.95 -2.78 0.50
H 1.31 3.69 5.75 0.36
H 1.15 0.01 -7.42 0.32
H -2.80 -1.09 -6.94 0.45
H 2.88 3.60 -1.62 0.45
H 5.54 -5.08 1.93 0.38
H -0.82 4.14 4.53 0.42
H 5.08 -3.02 0.61 0.42
H -2.99 -1.55 -3.01 0.41
H 1.42 -0.30 -4.47 0.45
H -2.24 0.56 -3.83 0.05
H -1.57 -4.68 1.71 0.53
H 0.70 -0.71 -2.90 0.15
H 3.12 -0.19 -2.80 0.30
H -6.65 1.48 5.12 0.36
H -1.42 -2.22 -2.48 0.27
H 2.03 -4.32 4.28 0.42
H -1.86 2.04 -2.95 0.58
H -3.61 1.70 -0.70 0.25
H 3.25 2.77 -0.09 0.35
H -0.83 2.64 -5.12 0.43
H 1.61 2.36 -3.71 0.63
H 0.67 1.92 -5.64 0.60
H -1.26 2.92 2.41 0.65
H -0.20 -1.02 -4.38 -0.03
H 0.33 -1.27 -6.50 0.29
H -4.25 0.04 -0.74 0.34
H -4.04 0.96 -2.26 0.56
H 4.32 -0.49 2.93 0.51